The following is a quantum chemistry calculation of 8 unconnected molecules or ions with the total composition C16H49NO12 at a distorted geometry, from the Open Molecules 2025 dataset.

Positions of all 78 atoms, in Å:
C1 14.452055 12.807681 6.497289
O1 14.159477 11.639298 7.302659
C2 13.292216 12.024945 8.338506
C3 12.967606 10.881107 9.279316
N1 12.041290 9.904737 8.690830
C4 11.890777 8.717511 9.528372
C5 13.131826 7.895302 9.748758
O2 13.532294 7.433307 8.459903
C6 13.036428 6.105725 8.164630
H1 15.237383 12.553770 5.798574
H2 14.733916 13.665233 7.134629
H3 13.589840 13.136460 5.919001
H4 12.405983 12.416324 7.845568
H5 13.745778 12.867253 8.888906
H6 12.541922 11.337496 10.187963
H7 13.942966 10.463789 9.521916
H8 12.453431 9.589665 7.807735
H9 11.009413 8.135486 9.244274
H10 11.648076 9.170933 10.495655
H11 12.953190 7.102028 10.455920
H12 13.963981 8.479073 10.120070
H13 13.455409 5.351198 8.846007
H14 13.336653 5.863846 7.150885
H15 11.941893 6.044536 8.202455
O3 11.136042 16.200516 11.022845
C7 10.743478 15.142532 10.167126
C8 10.879598 13.800978 10.933196
O4 12.216028 13.836193 11.375423
H16 11.969831 16.014010 11.465097
H17 9.749818 15.402454 9.773257
H18 11.389294 15.085734 9.274179
H19 10.756430 12.915832 10.298266
H20 10.161613 13.736579 11.747594
H21 12.454711 13.111698 11.957943
O5 6.011027 12.008913 14.300328
C9 5.780333 13.263762 13.706688
C10 6.773099 13.532706 12.552786
O6 8.074702 13.360829 13.045211
H22 5.761055 11.341073 13.636698
H23 4.746817 13.325557 13.364300
H24 5.983990 14.003485 14.489620
H25 6.704406 14.534704 12.145552
H26 6.590232 12.849978 11.697923
H27 8.112357 12.458315 13.426823
O7 9.069151 7.976523 11.473652
C11 8.015066 8.029237 10.482930
C12 8.134437 9.314190 9.620217
O8 7.702071 10.480057 10.411782
H28 8.838727 8.545653 12.232190
H29 8.032792 7.143478 9.835462
H30 7.042512 8.064843 11.006119
H31 7.471957 9.180293 8.746376
H32 9.136532 9.481100 9.222329
H33 7.856919 11.244219 9.866321
C13 10.261328 10.637803 13.035621
O9 8.857106 10.395692 12.930648
H34 10.537741 10.363586 14.055865
H35 10.895903 10.092326 12.327407
H36 10.445315 11.716936 12.947116
H37 8.582289 10.601178 12.036128
C14 13.689049 9.259625 14.201059
O10 14.082336 8.677678 12.991153
H38 13.090836 10.154528 14.026198
H39 13.043263 8.573828 14.792823
H40 14.601738 9.517911 14.768968
H41 14.430095 7.800323 13.174840
C15 10.574381 12.208086 16.321548
O11 11.938569 11.760582 16.089028
H42 10.450272 12.793385 17.229856
H43 10.259767 12.789482 15.448982
H44 9.928689 11.312144 16.381471
H45 12.165227 11.121366 16.769658
C16 7.658184 9.345242 16.040885
O12 7.520442 9.770955 17.416793
H46 7.867522 10.214787 15.389775
H47 8.552369 8.733683 16.036187
H48 6.805392 8.812803 15.574393
H49 6.741107 10.309049 17.554686

Forces on the atoms, in the same order (eV/Å):
C -0.1814 -0.5579 0.6779
O 0.6852 0.7944 -0.7903
C -0.3300 0.4563 0.0092
C 0.0581 0.4454 -0.5128
N 0.5568 -0.2149 -0.6997
C -0.3931 1.4137 1.6583
C -0.0602 0.1970 -1.3165
O -0.0140 -1.7506 -0.1826
C 0.2473 0.7442 0.1780
H 0.2523 -0.0867 0.0500
H 0.1795 -0.3851 -0.1423
H -0.3516 -0.1534 -0.0307
H -0.6553 0.1173 0.2168
H -0.0963 -0.2685 0.1655
H -0.0206 -0.3694 -0.1956
H 0.1483 -0.2581 0.3486
H -0.1370 0.2723 0.1380
H 0.3154 -0.1071 -0.2092
H -0.3352 -0.4446 0.2720
H -0.1109 -0.5512 0.2205
H 0.0289 0.2424 0.1955
H -0.0262 0.2364 -0.0280
H 0.1401 0.0575 -0.1005
H 0.0510 0.1552 0.1409
O -0.5647 0.5066 -0.2230
C 0.5233 -0.4214 0.0735
C -0.4015 0.3213 -0.6632
O 0.9131 0.1641 0.2900
H -0.0006 -0.4621 -0.2257
H 0.0960 -0.3948 0.5228
H 0.0861 0.0249 0.2389
H -0.2964 0.1748 -0.3055
H -0.0462 0.1631 0.2163
H -0.3029 -0.1015 0.0589
O -0.0038 -0.8424 -0.4346
C 0.3315 0.8362 -0.5269
C -0.4283 -0.7138 0.2167
O 0.5866 -0.5541 0.1665
H 0.1982 0.1504 0.4732
H -0.1187 0.2733 -0.0205
H -0.2359 -0.0860 -0.1649
H -0.1685 0.3084 0.1911
H -0.1154 0.0006 0.3010
H 0.0127 0.4718 -0.1782
O -0.5619 -0.4110 -0.6240
C 0.4793 1.5579 0.8030
C -0.8164 -0.4036 0.1691
O 0.3154 -1.4092 -0.2935
H -0.0422 -0.0680 -0.4469
H 0.3092 0.1913 0.2868
H 0.1880 -0.0989 -0.3525
H -0.0105 0.2437 0.3243
H 0.1516 -0.0947 0.3193
H 0.0783 0.5505 -0.2996
C -0.0559 0.5302 0.6841
O 0.4827 -0.2767 0.5229
H 0.1163 -0.0756 -0.1543
H -0.3818 -0.0807 -0.0198
H 0.1305 -0.1287 -0.1150
H -0.3398 0.1169 -0.7568
C 0.0126 -0.1906 1.1016
O -0.1382 -0.2799 -0.8902
H 0.2409 0.0055 -0.1882
H 0.4038 0.3244 -0.1555
H -0.5678 0.1064 0.1568
H 0.0103 0.0744 -0.0508
C 0.2192 -1.1833 -0.4853
O -0.6498 0.5506 0.0417
H 0.2097 0.1030 0.0502
H 0.2114 -0.0202 0.2205
H 0.0223 0.4878 0.0659
H -0.0666 0.0464 0.0659
C 0.0891 1.1792 -0.0128
O 0.0948 -0.6996 -0.5782
H -0.1430 -0.2949 0.2428
H -0.0439 -0.3358 -0.0796
H 0.2487 0.0704 0.7206
H -0.2126 0.1091 -0.3421

## Properties
**Frontier orbital gap**: 9.2 eV
**SMILES string**: COCCNCCOC.OCCO.OCCO.OCCO.CO.CO.CO.CO
**Energy above the lowest of the compared OMol25 structures with the same formula, charge and spin**: 0.000 eV
**LUMO**: 0.43 eV